(1)
{
  "formula": "C13H13F9N2Pt",
  "method": "the ωB97M-V functional and the def2-TZVPD basis",
  "homo_ev": -18.1,
  "total_energy_ha": -1629.35745,
  "total_charge": 2,
  "gap_ha": 0.1234,
  "e_lumo_ev": -14.74,
  "spin_multiplicity": 1,
  "symbols": ["C", "C", "C", "C", "C", "N", "C", "C", "N", "C", "C", "C", "F", "F", "C", "F", "F", "C", "F", "F", "C", "F", "F", "F", "H", "H", "H", "H", "H", "H", "H", "H", "H", "H", "H", "H", "H", "Pt"],
  "positions_angstrom": [[3.937, -1.853, 0.203], [3.455, -0.354, 0.658], [3.258, 0.699, -0.619], [1.760, 0.647, -1.285], [1.895, 1.141, -2.872], [1.702, 1.480, -4.127], [0.657, 1.645, -0.547], [1.126, 2.112, 0.953], [1.553, 2.186, 2.196], [-0.838, 0.895, -0.572], [-1.848, 1.417, 0.606], [-3.349, 0.772, 0.590], [-4.202, 1.748, 1.373], [-3.912, 0.867, -0.809], [-3.550, -0.661, 1.309], [-3.696, -0.401, 2.790], [-4.872, -1.227, 0.887], [-2.413, -1.798, 1.139], [-2.834, -2.929, 2.055], [-1.048, -1.425, 1.669], [-2.267, -2.492, -0.334], [-3.250, -3.636, -0.414], [-2.548, -1.627, -1.494], [-0.869, -3.020, -0.528], [3.951, -2.545, 1.176], [3.145, -2.286, -0.543], [5.038, -1.855, -0.254], [4.224, 0.141, 1.418], [2.409, -0.457, 1.179], [3.614, 1.796, -0.316], [4.014, 0.352, -1.475], [1.432, -0.480, -1.308], [0.573, 2.593, -1.239], [-1.364, 1.134, -1.604], [-0.603, -0.252, -0.562], [-1.979, 2.589, 0.450], [-1.428, 1.282, 1.708], [-0.872, 3.801, -1.456]],
  "lowdin_charge": [-0.0982, -0.2161, -0.1469, -0.1713, -0.0389, 0.1847, -0.1956, -0.0143, 0.2782, -0.1363, -0.0712, -0.1630, 0.0156, 0.0056, -0.1055, 0.0534, 0.0734, -0.0731, 0.0580, 0.0139, -0.1330, 0.0695, 0.0502, 0.0328, 0.1228, 0.0872, 0.1169, 0.1478, 0.1071, 0.1533, 0.1598, 0.1751, 0.0722, 0.1497, 0.1228, 0.1234, 0.1639, 1.0263]
}

(2)
{
  "formula": "C13H13FNS",
  "method": "the ωB97M-V functional and the def2-TZVPD basis",
  "homo_ev": -11.6,
  "total_energy_ha": -1055.75054,
  "de_lowest_kj_mol": 0.0,
  "total_charge": 1,
  "gap_ha": 0.2704,
  "e_lumo_ev": -4.24,
  "smiles": "Fc1ccc(SCCc2cccc[nH+]2)cc1",
  "spin_multiplicity": 1,
  "symbols": ["F", "C", "C", "C", "C", "S", "C", "C", "C", "C", "C", "C", "C", "N", "C", "C", "H", "H", "H", "H", "H", "H", "H", "H", "H", "H", "H", "H", "H"],
  "positions_angstrom": [[-2.846, 3.109, -4.766], [-2.400, 2.246, -3.824], [-1.230, 2.511, -3.114], [-0.765, 1.607, -2.141], [-1.493, 0.438, -1.864], [-0.891, -0.686, -0.638], [-0.582, 0.453, 0.747], [-0.327, -0.263, 2.096], [1.024, -0.935, 2.205], [1.879, -0.696, 3.296], [3.130, -1.282, 3.278], [3.435, -2.105, 2.206], [2.539, -2.365, 1.172], [1.369, -1.749, 1.202], [-2.662, 0.166, -2.572], [-3.101, 1.052, -3.597], [-0.696, 3.460, -3.237], [0.168, 1.816, -1.623], [0.264, 1.133, 0.527], [-1.499, 1.070, 0.857], [-0.390, 0.505, 2.897], [-1.090, -0.993, 2.287], [1.608, -0.019, 4.118], [3.855, -1.081, 4.073], [4.423, -2.583, 2.192], [2.751, -3.049, 0.385], [0.719, -1.879, 0.410], [-3.210, -0.769, -2.386], [-3.982, 0.887, -4.186]],
  "lowdin_charge": [0.0731, -0.2542, 0.0077, -0.0878, -0.5516, 0.9443, -0.4403, -0.1611, -0.1867, 0.0353, -0.0045, -0.0103, -0.0015, 0.1319, -0.0748, 0.0232, 0.1281, 0.1035, 0.0897, 0.1055, 0.1360, 0.1204, 0.1420, 0.1385, 0.1328, 0.1421, 0.0875, 0.1148, 0.1165]
}

(3)
{
  "formula": "C13H13FeNO7",
  "method": "the ωB97M-V functional and the def2-TZVPD basis",
  "homo_ev": [2.1, -1.5],
  "total_energy_ha": -2348.01067,
  "de_lowest_kj_mol": 106.5,
  "total_charge": -2,
  "gap_ha": [0.0978, 0.2287],
  "e_lumo_ev": [4.77, 4.75],
  "spin_multiplicity": 5,
  "symbols": ["C", "C", "O", "C", "C", "N", "O", "O", "O", "H", "H", "H", "H", "H", "H", "O", "C", "Fe", "C", "O", "C", "O", "C", "C", "C", "C", "C", "C", "H", "H", "H", "H", "H", "H", "H"],
  "positions_angstrom": [[1.928, -3.615, 2.214], [1.715, -3.687, 0.717], [1.628, -2.332, 0.243], [1.265, -2.254, -1.072], [1.077, -0.749, -1.491], [1.061, -0.718, -3.025], [1.529, 0.336, -3.507], [0.545, -1.605, -3.704], [1.170, -3.265, -1.736], [1.964, -4.630, 2.626], [2.872, -3.107, 2.466], [1.096, -3.072, 2.688], [2.549, -4.222, 0.244], [0.770, -4.184, 0.485], [2.110, -0.386, -1.323], [0.134, 2.140, 3.013], [-0.461, 2.428, 2.053], [-1.214, 2.787, 0.536], [-2.263, 3.991, 1.366], [-2.587, 4.868, 2.072], [0.110, 3.992, 0.126], [0.962, 4.754, 0.167], [-0.061, 0.274, -0.742], [-1.138, -0.222, 0.212], [-2.039, 0.886, 0.657], [-2.697, 1.663, -0.361], [-1.828, 2.031, -1.415], [-0.516, 1.563, -1.359], [0.819, 0.475, -0.154], [-1.737, -1.046, -0.190], [-0.590, -0.602, 1.053], [-2.555, 0.748, 1.621], [-3.731, 1.944, -0.333], [-2.129, 2.703, -2.202], [0.243, 2.112, -1.946]],
  "lowdin_charge": [-0.0903, -0.2534, -0.0340, -0.3990, -0.0317, -0.5342, -0.1933, -0.1546, 0.0843, 0.0645, 0.0748, 0.0785, 0.1194, 0.1197, 0.1295, 0.0522, -0.2234, 0.0499, -0.2143, -0.0231, -0.1663, 0.0626, -0.1864, -0.1831, -0.2526, -0.2358, -0.2031, -0.1333, 0.0992, 0.1130, 0.0893, 0.0985, 0.0781, 0.0905, 0.1077]
}

(4)
{
  "formula": "C13H13ISi",
  "method": "the ωB97M-V functional and the def2-TZVPD basis",
  "homo_ev": [-9.0, -6.7],
  "total_energy_ha": -1090.21135,
  "de_lowest_kj_mol": 0.0,
  "total_charge": 0,
  "gap_ha": [0.3112, 0.2289],
  "e_lumo_ev": [-0.55, -0.49],
  "spin_multiplicity": 1,
  "symbols": ["C", "C", "C", "C", "C", "C", "C", "C", "C", "C", "C", "C", "C", "Si", "I", "H", "H", "H", "H", "H", "H", "H", "H", "H", "H", "H", "H", "H"],
  "positions_angstrom": [[0.749, 3.600, -1.482], [-3.388, -3.515, -0.703], [0.012, 3.100, -0.412], [1.867, 2.933, -1.913], [-3.591, -2.184, -0.438], [-2.096, -4.042, -0.819], [0.348, 1.975, 0.212], [2.226, 1.711, -1.331], [-2.526, -1.430, 0.067], [-1.025, -3.309, -0.289], [1.485, 1.267, -0.209], [-1.296, -2.126, 0.263], [1.226, -0.776, 2.227], [1.876, -0.419, 0.491], [4.173, -1.063, -0.119], [0.382, 4.417, -1.955], [-4.314, -4.004, -0.899], [-0.860, 3.501, -0.046], [2.264, 3.300, -2.782], [-4.576, -1.817, -0.424], [-1.751, -5.080, -1.104], [-0.226, 1.457, 0.973], [2.927, 1.131, -1.830], [-2.701, -0.432, 0.245], [-0.104, -3.890, -0.326], [0.734, -0.077, 2.876], [0.549, -1.587, 2.054], [2.047, -1.193, 2.687]],
  "lowdin_charge": [-0.0597, -0.1040, -0.0939, -0.0653, -0.1025, -0.0812, -0.1255, -0.1187, -0.0686, -0.1524, -0.3706, 0.0257, -0.2509, 0.3242, 0.4196, 0.0728, 0.0927, 0.0836, 0.0772, 0.0909, 0.1216, 0.0977, 0.0314, 0.0635, 0.1031, 0.0331, -0.0177, -0.0259]
}

(5)
{
  "formula": "C13H13IrN7O2",
  "method": "the ωB97M-V functional and the def2-TZVPD basis",
  "homo_ev": [-22.5, -22.5],
  "total_energy_ha": -1139.45181,
  "total_charge": 4,
  "gap_ha": [0.2524, 0.1863],
  "e_lumo_ev": [-15.62, -17.48],
  "spin_multiplicity": 2,
  "symbols": ["Ir", "C", "C", "N", "C", "C", "C", "C", "C", "C", "C", "C", "C", "N", "C", "H", "H", "H", "H", "H", "H", "H", "H", "N", "N", "C", "N", "N", "N", "O", "O", "H", "H", "H", "H", "H"],
  "positions_angstrom": [[0.000, 1.094, 0.193], [3.373, -1.587, -0.770], [2.582, -0.412, -0.511], [1.297, -0.496, -0.310], [0.675, -1.725, -0.393], [1.403, -2.946, -0.563], [2.793, -2.839, -0.722], [0.675, -4.192, -0.613], [-0.674, -4.192, -0.613], [-1.403, -2.945, -0.562], [-2.792, -2.838, -0.722], [-3.373, -1.586, -0.770], [-2.582, -0.411, -0.510], [-1.297, -0.496, -0.309], [-0.676, -1.725, -0.393], [4.429, -1.468, -0.984], [3.042, 0.570, -0.490], [3.401, -3.732, -0.820], [1.217, -5.127, -0.687], [-1.217, -5.127, -0.687], [-3.400, -3.731, -0.820], [-4.429, -1.466, -0.983], [-3.042, 0.571, -0.490], [0.000, 2.010, 2.427], [0.000, 3.415, 2.366], [0.000, 4.020, 1.175], [0.000, 5.309, 1.026], [0.000, 3.096, 0.151], [0.000, 3.335, -1.202], [0.000, 2.215, -1.775], [0.000, 4.389, -1.701], [-0.821, 1.688, 2.949], [0.819, 1.688, 2.951], [0.001, 3.943, 3.236], [0.000, 5.949, 1.818], [0.000, 5.750, 0.110]],
  "lowdin_charge": [1.5172, 0.1243, 0.0194, -0.0372, -0.1168, -0.0293, 0.1108, 0.0862, 0.0878, -0.0299, 0.1116, 0.1254, 0.0186, -0.0369, -0.1182, 0.1615, 0.1552, 0.1682, 0.1634, 0.1635, 0.1683, 0.1616, 0.1552, 0.0317, 0.0666, -0.3178, 0.3197, -0.0392, -0.3772, 0.0205, 0.3085, 0.1484, 0.1485, 0.2120, 0.1879, 0.1603]
}

(6)
{
  "formula": "C13H13N3O2Pt",
  "method": "the ωB97M-V functional and the def2-TZVPD basis",
  "homo_ev": [-5.3, -8.7],
  "total_energy_ha": -937.19955,
  "total_charge": 0,
  "gap_ha": [0.1933, 0.2647],
  "e_lumo_ev": [-0.03, -1.45],
  "spin_multiplicity": 3,
  "symbols": ["Pt", "O", "C", "N", "C", "C", "C", "C", "C", "C", "N", "C", "C", "C", "C", "C", "N", "H", "H", "H", "H", "H", "H", "H", "H", "H", "H", "C", "O", "H", "H", "H"],
  "positions_angstrom": [[-0.382, 0.162, 0.045], [3.490, -0.834, 0.125], [2.402, -0.328, 0.400], [1.260, -0.612, -0.415], [1.335, -1.456, -1.587], [-0.042, -1.572, -2.190], [-0.313, -2.338, -3.312], [-1.601, -2.386, -3.802], [-2.598, -1.669, -3.166], [-2.271, -0.924, -2.050], [-1.024, -0.888, -1.584], [2.057, 0.541, 1.472], [2.986, 0.984, 2.433], [2.603, 1.845, 3.414], [1.241, 2.296, 3.440], [0.367, 1.845, 2.504], [0.717, 0.972, 1.529], [1.717, -2.447, -1.330], [2.033, -1.043, -2.319], [0.492, -2.885, -3.787], [-1.828, -2.980, -4.679], [-3.619, -1.680, -3.520], [-2.983, -0.335, -1.485], [4.001, 0.617, 2.343], [3.313, 2.195, 4.152], [0.892, 2.995, 4.188], [-0.659, 2.184, 2.497], [-2.727, 1.571, 1.374], [-2.155, 0.901, 0.279], [-2.665, 2.656, 1.251], [-2.257, 1.311, 2.326], [-3.782, 1.303, 1.451]],
  "lowdin_charge": [1.4048, 0.0467, -0.4773, -0.1889, -0.1442, -0.2348, -0.0086, -0.0491, -0.0406, -0.0919, -0.0747, -0.2238, -0.0309, -0.0869, -0.0873, -0.1594, -0.1280, 0.1392, 0.1406, 0.1250, 0.1151, 0.1114, 0.1086, 0.1174, 0.0962, 0.0930, 0.0727, -0.2360, -0.5160, 0.0799, 0.0525, 0.0752]
}